# C33H54N6O6PTi

A structure of composition C33H54N6O6PTi (ωB97M-V/def2-TZVPD, OMol25).

Geometry as XYZ:
```
101
Properties=species:S:1:pos:R:3:forces:R:3
Ti 1.059204 0.376746 -0.109855 0.221 0.192 -0.579
C -1.281793 -1.795974 1.511004 -0.027 -0.051 -0.005
O -0.881326 -0.478171 1.197800 0.030 0.045 0.111
C -1.625635 0.517957 1.910907 -0.026 0.041 0.058
C -1.116292 0.724373 3.320845 -0.006 -0.019 -0.049
O 0.089982 1.466758 3.290009 -0.031 0.016 0.063
C 1.225476 0.847072 3.825510 0.040 -0.027 -0.036
C 1.772318 -0.321958 3.019070 -0.003 -0.010 0.075
O 2.352536 -0.022359 1.749300 -0.099 -0.028 -0.058
C 3.529626 0.783378 1.837435 0.052 0.014 -0.023
H -2.360240 -1.832798 1.689670 0.013 0.003 -0.011
H -0.767537 -2.190561 2.395845 -0.020 0.002 0.007
H -1.041463 -2.422915 0.660156 0.020 -0.021 0.000
H -2.682228 0.231467 1.925909 0.011 0.013 -0.006
H -1.526576 1.446793 1.352100 -0.004 -0.011 0.014
H -1.866355 1.288547 3.883162 0.026 -0.013 -0.028
H -0.977422 -0.238237 3.830017 -0.005 0.010 0.016
H 1.023684 0.455575 4.834453 0.004 0.006 -0.004
H 1.978365 1.629488 3.927137 -0.008 -0.006 -0.005
H 0.974765 -1.035153 2.813877 0.014 0.024 0.016
H 2.534885 -0.825470 3.629420 -0.018 0.011 -0.014
H 3.985816 0.768307 0.850228 -0.004 0.000 0.027
H 3.273807 1.811216 2.091145 0.001 -0.016 -0.006
H 4.208485 0.353631 2.580861 -0.007 0.009 -0.011
C -5.553751 0.781455 3.201645 -0.025 -0.016 -0.012
O -4.511856 1.712924 3.394191 0.039 0.058 -0.033
C -4.353962 2.682968 2.435527 -0.014 -0.029 0.003
C -3.322749 3.592820 2.659427 -0.031 -0.002 0.006
C -3.056131 4.579715 1.733148 0.012 -0.001 0.061
C -3.821724 4.677837 0.573080 -0.057 -0.061 0.039
C -4.879334 3.809037 0.382327 0.047 0.045 -0.010
C -5.142689 2.796167 1.299466 0.012 -0.037 0.036
N -3.614481 5.732879 -0.386632 -0.001 0.009 -0.085
N -2.506454 5.875164 -0.923868 0.015 0.045 0.039
C -1.472705 4.910484 -0.640918 0.051 -0.035 -0.075
C -0.360947 5.334355 0.068025 0.004 -0.029 -0.048
C 0.581616 4.416615 0.521452 0.068 0.011 -0.022
C 0.430270 3.074492 0.197883 -0.149 -0.055 -0.023
O 1.216409 2.093484 0.678517 -0.086 0.074 0.148
C -0.619700 2.670843 -0.645537 0.057 -0.065 0.060
N -0.655621 1.317469 -0.930137 0.261 -0.107 0.111
C -1.713593 0.853079 -1.654987 -0.019 -0.018 -0.023
C -2.687403 1.688657 -2.149222 -0.011 -0.057 -0.015
C -2.655370 3.064851 -1.901714 0.001 0.038 0.056
C -1.606854 3.577271 -1.081594 -0.006 0.015 -0.031
H -5.515128 0.099921 4.048295 -0.002 0.006 -0.009
H -5.419960 0.216374 2.273343 0.001 0.000 0.004
H -6.531000 1.271501 3.179013 0.004 0.002 0.001
H -2.734840 3.509335 3.564195 0.007 0.013 0.006
H -2.244507 5.272690 1.904271 -0.030 -0.019 0.022
H -5.493913 3.910212 -0.502125 -0.002 0.006 -0.026
H -5.959358 2.115287 1.110414 -0.009 -0.011 0.005
H -0.279200 6.381045 0.333918 -0.002 0.020 0.000
H 1.415232 4.726229 1.138448 -0.004 0.008 0.006
H -1.737565 -0.214881 -1.848321 -0.001 0.019 0.013
H -3.485486 1.260152 -2.742677 -0.004 -0.001 -0.002
H -3.408319 3.723534 -2.308027 -0.022 0.010 0.005
C 2.966548 -4.525781 -2.435644 0.009 -0.027 0.012
N 2.648865 -3.309826 -1.705116 -0.023 0.020 0.034
C 3.794147 -2.423538 -1.506491 -0.011 0.040 -0.003
P 1.382598 -3.202061 -0.657928 -0.183 -0.003 -0.068
O 1.138709 -1.771002 -0.287718 0.043 -0.029 0.089
N 0.158948 -3.993379 -1.421847 0.113 0.016 -0.027
C -0.148662 -3.680484 -2.814264 -0.023 -0.008 -0.020
C -0.921430 -4.688835 -0.739597 -0.014 0.016 0.038
N 1.608767 -4.094015 0.730022 0.011 0.063 -0.064
C 2.330426 -3.465322 1.830865 -0.006 0.018 0.023
C 1.921300 -5.513571 0.609611 -0.025 0.003 0.022
H 3.281088 -4.265778 -3.449397 0.002 0.001 -0.008
H 2.096905 -5.175680 -2.501389 0.012 -0.002 -0.003
H 3.782353 -5.080151 -1.960180 0.004 -0.010 0.000
H 4.303622 -2.294423 -2.462507 0.001 0.031 -0.023
H 4.511870 -2.848575 -0.794555 0.002 0.004 0.004
H 3.456186 -1.442569 -1.168072 0.011 0.001 -0.007
H 0.676335 -3.148805 -3.278301 -0.012 -0.001 -0.014
H -1.042646 -3.053963 -2.881005 0.008 0.005 -0.003
H -0.332437 -4.604790 -3.368027 -0.005 -0.007 0.001
H -0.726867 -4.751563 0.327528 0.011 -0.029 -0.002
H -1.029390 -5.700390 -1.141958 0.000 0.003 0.002
H -1.869711 -4.164959 -0.890083 0.002 0.020 0.009
H 2.294761 -2.385651 1.730941 0.001 -0.022 -0.004
H 3.381280 -3.776242 1.834398 0.010 0.006 0.004
H 1.886224 -3.757419 2.785810 0.005 0.001 0.005
H 1.610916 -6.029343 1.520855 -0.001 0.000 -0.004
H 2.996144 -5.680115 0.475842 0.002 0.001 -0.002
H 1.395804 -5.960816 -0.230296 -0.029 -0.005 -0.020
C 3.560846 0.841402 -3.669773 -0.044 0.013 0.002
C 2.132426 0.705196 -3.125412 0.017 -0.044 -0.038
C 1.295816 1.874329 -3.673281 -0.009 -0.029 0.020
C 1.512554 -0.599488 -3.627669 0.032 0.037 0.005
C 2.133517 0.782328 -1.612925 -0.187 -0.039 0.250
H 4.218621 0.068999 -3.269785 0.018 -0.072 0.032
H 3.568265 0.767036 -4.760961 0.003 0.006 -0.020
H 3.979855 1.810965 -3.394063 0.008 0.008 0.008
H 1.319034 1.880996 -4.767524 -0.003 0.005 -0.014
H 1.685896 2.828275 -3.314434 0.005 0.017 0.001
H 0.257151 1.794059 -3.349470 0.013 0.013 -0.012
H 1.433332 -0.599265 -4.718441 -0.009 -0.002 -0.022
H 0.505626 -0.715890 -3.216057 0.000 -0.006 -0.008
H 2.112920 -1.460445 -3.329024 -0.007 0.004 0.021
H 2.550462 1.758835 -1.319519 -0.029 -0.031 0.044
```
Positions in Å, forces in eV/Å.

The value obtained for the molar mass is 709.672 g mol⁻¹. The calculation puts the HOMO energy (alpha / beta) at -4.15 / -6.22 eV. Its largest force on an atom is 0.649 eV Å⁻¹. Its total charge is 0. The lowest unoccupied orbital energy (alpha / beta) comes out at 0.1 / 0.1 eV. The HOMO-LUMO gap (alpha / beta) is 4.237 / 6.305 eV. The spin multiplicity is 2.